A 21-piece molecular cluster, C20H56F3NO24S overall at a distorted geometry. Source: OMol25; level of theory: wB97M-V/def2-TZVPD.

Calculated values
maximum force: 0.1066 Eh/bohr
LUMO energy: -0.703 eV

Geometry as ORCA input:
```
! RIJCOSX wB97M-V def2-TZVPD def2/J DEFGRID3
* xyz 0 1
O -4.635 -1.740 2.783
O 4.708 -3.323 0.650
O 2.319 -3.395 0.522
F -4.553 -2.783 0.162
F -5.301 4.055 -1.208
F -4.123 0.235 -3.694
O -1.635 0.135 -2.523
C -3.640 -1.579 2.065
C -2.554 -1.706 -0.154
C -3.568 -2.062 0.689
C -1.486 -0.860 0.321
C -1.658 -0.344 1.638
C -3.073 3.082 -0.861
C -4.622 2.175 -2.516
C -2.184 2.070 -1.209
C 0.768 0.030 -2.602
C 1.994 -0.124 -1.972
C 0.886 -0.736 0.075
C -4.336 3.121 -1.507
C -3.729 1.202 -2.830
C -2.464 1.104 -2.186
C -0.430 -0.125 -1.878
C -0.376 -0.510 -0.500
C 2.073 -0.526 -0.681
N -2.730 -0.701 2.506
C -2.483 -0.347 3.889
C 3.652 -3.342 -1.755
C 3.431 -0.952 -0.189
S 3.538 -2.794 -0.103
H -2.507 -2.056 -1.177
H -0.938 0.463 2.015
H -2.859 3.843 -0.110
H -5.576 2.153 -3.020
H -1.226 2.088 -0.642
H 0.826 0.351 -3.681
H 2.843 0.010 -2.637
H 0.952 -1.205 1.068
H -3.286 -0.740 4.531
H -2.562 0.800 4.068
H -1.496 -0.673 4.195
H 4.572 -2.989 -2.206
H 2.776 -2.905 -2.232
H 3.702 -4.410 -1.755
H 3.630 -0.609 0.800
H 4.230 -0.555 -0.828
O 3.944 -0.172 -5.441
H 3.984 -1.084 -5.877
H 3.442 0.451 -6.059
O -1.134 5.057 2.199
H -0.849 5.338 1.270
H -0.975 5.835 2.826
O 5.168 -3.406 -5.033
H 6.023 -2.889 -4.873
H 4.741 -3.054 -5.881
O 6.572 -2.746 2.767
H 5.962 -2.945 1.985
H 6.128 -2.041 3.342
O -4.017 6.374 1.198
H -3.649 5.747 1.901
H -4.641 7.027 1.653
O 6.198 -5.497 1.358
H 5.722 -4.689 0.978
H 5.793 -5.706 2.261
O 3.161 -3.313 3.351
H 2.641 -3.603 2.532
H 2.901 -2.360 3.569
O -0.700 2.857 3.637
H -0.682 3.724 3.115
H -0.686 3.082 4.623
O -3.181 2.257 6.121
H -3.521 1.949 5.218
H -3.577 1.653 6.829
O -0.566 -4.576 0.842
H 0.245 -4.136 0.426
H -0.631 -4.271 1.804
O 7.176 -4.694 -2.041
H 6.518 -5.147 -2.661
H 7.821 -5.395 -1.700
O 2.927 -0.646 3.681
H 2.536 0.256 3.443
H 3.915 -0.630 3.464
O 6.809 -0.444 -1.707
H 6.963 -0.494 -0.708
H 7.670 -0.698 -2.172
O -3.741 3.593 3.358
H -3.727 4.153 4.201
H -2.963 3.879 2.777
O -5.621 0.167 4.365
H -6.417 0.692 4.027
H -5.311 -0.448 3.623
O -6.657 -4.309 1.920
H -7.108 -4.186 1.023
H -5.922 -3.618 2.000
O -7.380 5.609 -2.896
H -7.559 5.129 -2.024
H -8.182 5.477 -3.499
O 5.196 1.102 -3.334
H 4.872 0.437 -4.024
H 5.714 0.597 -2.628
O -5.787 4.446 -4.941
H -6.197 4.814 -4.092
H -6.473 3.856 -5.392
O 3.105 2.907 -3.762
H 4.015 2.485 -3.626
H 3.121 3.417 -4.635
*
```

A 8-piece molecular cluster, C20H56N2O8 overall at a distorted geometry. Source: OMol25; level of theory: wB97M-V/def2-TZVPD.

Calculated values
maximum force: 0.2407 Eh/bohr
LUMO energy: -0.098 eV
SMILES string: NC(N)=O.CC(C)O.CC(C)O.CC(C)O.CC(C)O.CC(C)O.CC(C)O.CO

Geometry as ORCA input:
```
! RIJCOSX wB97M-V def2-TZVPD def2/J DEFGRID3
* xyz 0 1
C -0.605 0.891 0.831
O -0.494 -0.472 0.529
H 0.047 1.341 0.077
H -0.253 1.043 1.813
H -1.622 1.197 0.638
H -1.060 -0.555 -0.275
C 2.189 -2.698 0.026
O 1.064 -3.495 -0.435
N 3.463 -2.997 -0.076
N 2.064 -1.575 0.620
H 3.713 -3.898 -0.514
H 4.314 -2.663 0.431
H 1.119 -1.129 0.725
H 2.908 -1.249 1.146
C 3.145 4.617 -1.980
C 1.901 4.214 -1.239
C 1.987 4.331 0.267
O 0.838 4.639 -1.779
H 3.170 4.364 -3.044
H 4.019 4.163 -1.527
H 3.342 5.665 -1.815
H 1.813 3.138 -1.395
H 2.166 5.344 0.590
H 2.930 3.823 0.536
H 1.177 3.827 0.866
H 0.056 4.164 -1.364
C -3.323 -2.620 0.067
C -2.230 -3.413 -0.695
C -2.832 -4.445 -1.668
O -1.381 -2.722 -1.328
H -4.134 -2.549 -0.695
H -2.953 -1.655 0.259
H -3.562 -3.096 0.938
H -1.560 -3.908 -0.009
H -2.152 -5.184 -2.104
H -3.305 -3.917 -2.422
H -3.539 -5.107 -1.109
H -0.483 -2.890 -0.972
C -2.656 5.359 -2.172
C -2.525 4.292 -1.093
C -3.731 3.373 -0.967
O -1.544 3.511 -1.171
H -3.142 5.028 -3.069
H -1.800 6.005 -2.373
H -3.329 6.129 -1.837
H -2.623 4.810 -0.167
H -3.765 2.617 -1.745
H -4.708 3.886 -1.018
H -3.712 2.696 -0.085
H -1.526 3.075 -2.024
C -1.878 0.236 -2.342
C -0.463 0.378 -2.886
C -0.417 0.390 -4.408
O 0.211 1.327 -2.500
H -2.226 -0.691 -2.793
H -2.414 1.093 -2.770
H -2.064 0.171 -1.307
H 0.089 -0.544 -2.595
H -0.818 -0.522 -4.814
H 0.603 0.551 -4.801
H -0.942 1.305 -4.636
H 0.816 0.950 -1.794
C 2.658 1.625 2.450
C 3.085 0.378 3.242
C 1.984 -0.309 3.973
O 3.610 -0.539 2.528
H 3.164 1.665 1.489
H 2.804 2.503 3.056
H 1.612 1.655 2.180
H 3.897 0.719 3.828
H 1.292 0.267 4.556
H 2.424 -1.172 4.486
H 1.332 -0.856 3.270
H 4.531 -0.506 2.676
C 0.018 -5.487 3.923
C -0.084 -4.956 2.471
C -0.113 -3.462 2.506
O 0.847 -5.373 1.709
H -0.765 -4.884 4.493
H 1.029 -5.392 4.313
H -0.206 -6.497 3.913
H -1.059 -5.358 2.082
H 0.814 -3.070 2.901
H -0.889 -2.973 3.037
H -0.217 -2.985 1.524
H 0.857 -4.941 0.845
*
```

A 6-piece molecular cluster, C20H56N4O6 overall at a distorted geometry. Source: OMol25; level of theory: wB97M-V/def2-TZVPD.

Calculated values
maximum force: 0.0791 Eh/bohr
LUMO energy: 0.401 eV
SMILES string: COC[C@H](C)N.COC[C@H](C)N.COC[C@H](C)N.COC[C@H](C)N.CCO.CCO

Geometry as ORCA input:
```
! RIJCOSX wB97M-V def2-TZVPD def2/J DEFGRID3
* xyz 0 1
C -4.902 -0.828 -1.285
C -4.089 -0.730 -0.010
C -4.840 -1.298 1.169
O -5.828 -0.463 1.629
C -6.398 -0.893 2.953
N -2.763 -1.425 -0.166
H -4.356 -0.544 -2.185
H -5.812 -0.229 -1.292
H -5.101 -1.895 -1.378
H -3.907 0.322 0.210
H -4.239 -1.642 2.011
H -5.260 -2.261 0.878
H -7.336 -0.387 3.183
H -5.733 -0.826 3.814
H -6.638 -1.935 2.741
H -2.119 -0.817 -0.651
H -2.245 -1.379 0.699
C -5.437 3.710 6.560
C -4.002 3.648 7.014
C -3.026 4.524 6.257
O -2.914 4.312 4.859
C -2.361 3.062 4.368
N -3.927 3.980 8.465
H -6.318 3.629 7.197
H -5.614 3.026 5.730
H -5.719 4.719 6.258
H -3.614 2.629 6.996
H -2.006 4.395 6.617
H -3.276 5.568 6.446
H -1.442 2.884 4.926
H -2.103 3.032 3.309
H -3.021 2.281 4.745
H -4.602 4.731 8.444
H -4.462 3.394 9.091
C 2.821 1.204 1.457
C 2.386 -0.037 0.662
C 2.508 0.156 -0.791
O 1.573 1.123 -1.131
C 1.324 1.603 -2.492
N 3.325 -1.143 1.084
H 2.267 2.066 1.087
H 3.842 1.542 1.282
H 2.745 1.044 2.533
H 1.412 -0.371 1.021
H 2.237 -0.820 -1.193
H 3.552 0.368 -1.021
H 0.772 2.492 -2.186
H 0.849 0.855 -3.125
H 2.178 2.029 -3.019
H 4.160 -0.846 0.599
H 3.562 -1.058 2.062
C 1.245 -6.223 -4.041
C 1.648 -4.757 -4.343
C 2.757 -4.608 -5.378
O 4.035 -5.112 -4.850
C 5.134 -5.121 -5.751
N 0.485 -4.056 -4.705
H 0.568 -6.674 -4.767
H 0.690 -6.382 -3.117
H 2.173 -6.761 -3.847
H 1.988 -4.274 -3.427
H 2.809 -3.529 -5.524
H 2.448 -5.058 -6.322
H 6.023 -5.648 -5.405
H 5.416 -4.085 -5.935
H 4.811 -5.571 -6.690
H -0.103 -3.989 -3.886
H -0.091 -4.604 -5.328
C 7.414 3.682 4.024
C 7.444 2.229 4.448
O 6.215 1.820 5.034
H 7.510 4.285 4.927
H 6.489 3.979 3.529
H 8.308 4.055 3.524
H 8.246 1.954 5.133
H 7.531 1.557 3.595
H 6.243 2.146 5.936
C 0.123 -0.355 -8.459
C -0.894 0.784 -8.086
O -0.221 1.939 -8.062
H 0.954 -0.356 -7.753
H 0.411 -0.291 -9.508
H -0.301 -1.323 -8.189
H -1.251 0.534 -7.087
H -1.763 0.809 -8.744
H -0.597 2.500 -7.379
*
```

A 6-piece molecular cluster, C20H56N4O6 overall at a distorted geometry. Source: OMol25; level of theory: wB97M-V/def2-TZVPD.

Calculated values
maximum force: 0.0448 Eh/bohr
LUMO energy: 0.673 eV
SMILES string: COC[C@H](C)N.COC[C@H](C)N.COC[C@H](C)N.COC[C@H](C)N.CCO.CCO

Geometry as ORCA input:
```
! RIJCOSX wB97M-V def2-TZVPD def2/J DEFGRID3
* xyz 0 1
C 2.905 0.978 -3.520
C 4.078 0.366 -4.244
C 4.015 0.382 -5.755
O 5.084 -0.359 -6.293
C 4.914 -0.540 -7.693
N 5.325 0.938 -3.696
H 2.602 2.016 -3.681
H 3.060 1.005 -2.435
H 1.995 0.369 -3.571
H 4.138 -0.691 -3.961
H 4.027 1.412 -6.163
H 3.053 0.043 -6.170
H 5.714 -1.159 -8.086
H 4.931 0.464 -8.129
H 3.963 -1.013 -7.953
H 5.397 1.900 -4.042
H 6.023 0.492 -4.308
C -5.022 -5.157 0.712
C -4.628 -3.907 -0.035
C -3.416 -4.030 -0.930
O -2.235 -4.320 -0.177
C -1.534 -3.148 0.172
N -5.807 -3.420 -0.803
H -4.234 -5.831 1.087
H -5.514 -5.976 0.160
H -5.666 -4.892 1.549
H -4.523 -3.185 0.780
H -3.225 -3.188 -1.594
H -3.561 -4.927 -1.541
H -2.076 -2.205 0.273
H -0.817 -2.966 -0.650
H -0.871 -3.280 1.029
H -6.442 -2.945 -0.180
H -6.277 -4.208 -1.227
C -3.721 7.266 -1.232
C -4.407 6.135 -0.453
C -3.522 4.912 -0.351
O -4.267 3.796 0.052
C -3.463 2.639 0.262
N -4.713 6.684 0.901
H -2.998 7.773 -0.601
H -4.478 7.862 -1.738
H -3.159 6.833 -2.070
H -5.364 5.836 -0.896
H -2.710 5.076 0.373
H -3.047 4.747 -1.329
H -4.013 1.819 0.713
H -2.703 2.956 0.988
H -3.047 2.393 -0.720
H -5.405 7.419 0.757
H -5.301 5.949 1.310
C 1.811 -2.153 3.855
C 0.596 -2.123 4.755
C 0.784 -1.246 5.992
O -0.406 -1.375 6.788
C -0.356 -0.570 7.927
N -0.663 -1.797 4.037
H 1.815 -2.887 3.045
H 2.628 -2.564 4.464
H 2.085 -1.194 3.426
H 0.427 -3.113 5.203
H 0.840 -0.166 5.833
H 1.681 -1.648 6.471
H -1.379 -0.346 8.226
H 0.248 0.344 7.853
H 0.114 -1.029 8.813
H -1.129 -2.664 3.788
H -1.252 -1.469 4.809
C 0.676 1.108 0.040
C 0.842 0.305 1.330
O -0.395 -0.310 1.669
H 0.996 0.493 -0.801
H 1.227 2.040 -0.100
H -0.378 1.388 0.025
H 1.056 0.931 2.204
H 1.690 -0.381 1.250
H -0.355 -0.707 2.580
C 5.398 -1.731 -1.239
C 5.088 -0.498 -0.363
O 5.779 0.630 -0.862
H 4.850 -1.644 -2.174
H 5.052 -2.630 -0.717
H 6.454 -1.891 -1.444
H 5.395 -0.697 0.661
H 4.015 -0.286 -0.397
H 5.706 0.763 -1.835
*
```

C20H56N4O6 as an isolated structure at a distorted geometry. Source: OMol25; level of theory: wB97M-V/def2-TZVPD.

Calculated values
maximum force: 0.3395 Eh/bohr
LUMO energy: 0.288 eV

Geometry as ORCA input:
```
! RIJCOSX wB97M-V def2-TZVPD def2/J DEFGRID3
* xyz 0 1
C -0.409 -1.577 1.144
C -0.588 -0.130 0.756
O 0.298 0.691 1.488
H -0.731 -1.740 2.172
H 0.636 -1.886 1.183
H -1.030 -2.244 0.546
H -1.564 0.222 1.090
H -0.509 -0.037 -0.328
H 1.157 0.608 1.068
C -1.650 3.230 3.078
C -1.152 1.920 2.681
O 0.219 1.713 2.905
H -2.738 3.294 3.094
H -1.203 3.991 2.439
H -1.312 3.577 4.055
H -1.467 1.707 1.659
H -1.686 1.157 3.247
H 0.424 0.914 2.414
C 4.795 -5.487 0.823
C 3.294 -5.448 1.032
C 2.442 -4.708 0.025
O 1.023 -4.812 0.312
C 0.276 -3.779 -0.338
N 2.866 -6.869 1.178
H 5.150 -6.095 -0.009
H 5.255 -5.935 1.703
H 5.246 -4.499 0.730
H 3.124 -4.918 1.970
H 2.645 -5.026 -0.998
H 2.687 -3.646 0.038
H 0.374 -2.817 0.166
H -0.799 -3.929 -0.440
H 0.551 -3.722 -1.392
H 3.107 -7.357 0.327
H 1.858 -6.848 1.228
C 1.991 2.447 -0.969
C 2.361 1.994 0.453
C 2.799 0.527 0.488
O 1.621 -0.229 0.199
C 1.924 -1.608 0.066
N 3.335 2.907 0.974
H 1.642 3.479 -0.982
H 1.334 1.727 -1.455
H 2.915 2.529 -1.541
H 1.509 2.085 1.126
H 3.053 0.290 1.521
H 3.649 0.283 -0.149
H 2.164 -1.976 1.063
H 2.800 -1.915 -0.505
H 0.995 -2.053 -0.291
H 4.233 2.854 0.514
H 3.130 3.885 0.831
C -5.315 1.588 -0.314
C -4.160 0.783 0.088
C -3.479 0.090 -1.102
O -2.369 -0.617 -0.592
C -1.527 -1.159 -1.622
N -3.204 1.663 0.797
H -5.912 1.972 0.513
H -6.020 1.000 -0.903
H -4.976 2.449 -0.889
H -4.566 0.067 0.802
H -3.151 0.840 -1.821
H -4.127 -0.620 -1.615
H -1.044 -1.970 -1.077
H -0.817 -0.422 -1.996
H -2.042 -1.628 -2.460
H -2.356 1.142 0.970
H -2.883 2.353 0.133
C -0.665 2.451 0.241
C -1.072 2.679 -1.209
C -0.238 2.040 -2.327
O -0.658 2.453 -3.650
C -0.433 3.854 -3.887
N -2.413 2.105 -1.197
H 0.365 2.788 0.363
H -0.847 1.413 0.520
H -1.332 3.066 0.845
H -1.037 3.745 -1.434
H -0.395 0.961 -2.314
H 0.836 2.160 -2.181
H -0.767 4.040 -4.908
H 0.614 4.140 -3.788
H -0.986 4.522 -3.225
H -2.749 2.193 -2.145
H -2.317 1.117 -1.008
*
```